Record 1
Formula: C5H9InMgO4
Source: the Open Molecules 2025 dataset
Level of theory: ωB97M-V/def2-TZVPD

total energy = -886.73414 hartree
LUMO energy (alpha / beta) = -5.5 / -5.0 eV
total charge = +1
spin multiplicity = 2
gap between HOMO and LUMO (alpha / beta) = 4.191 / 6.341 eV
energy relative to the best compared isomer or geometry (same formula, charge and spin) = 1.629 eV
highest occupied orbital energy (alpha / beta) = -9.66 / -11.38 eV

Geometry (Å):
O: -1.512 0.508 0.708
C: -1.332 1.803 0.219
C: -0.003 1.896 -0.509
O: 0.030 0.811 -1.431
C: 1.012 0.915 -2.444
Mg: -0.887 -0.995 -0.770
H: -1.353 2.581 1.000
H: -2.144 2.046 -0.491
H: 0.858 1.795 0.172
H: 0.097 2.863 -1.027
H: 1.701 0.060 -2.392
H: 0.494 0.918 -3.410
H: 1.582 1.850 -2.334
O: -0.185 -1.927 3.403
C: 0.313 -2.993 2.909
C: 0.462 -2.935 1.389
O: 0.090 -1.734 0.785
In: -0.638 -0.486 2.035
H: -0.112 -3.803 1.002
H: 1.526 -3.173 1.185

***

Record 2
Formula: CH5INP
Source: the Open Molecules 2025 dataset
Level of theory: ωB97M-V/def2-TZVPD

total energy = -734.83405 hartree
LUMO energy = 0.0 eV
gap between HOMO and LUMO = 8.762 eV
energy relative to the best compared isomer or geometry (same formula, charge and spin) = 2.575 eV
highest occupied orbital energy = -8.72 eV

Geometry (Å):
C: 0.598 0.473 0.655
N: -0.228 -0.730 0.572
P: -1.094 -0.937 -0.856
I: 0.693 -0.825 -2.477
H: 1.634 0.181 1.089
H: 0.862 0.773 -0.291
H: 0.186 1.367 1.341
H: -0.718 -1.090 1.426
H: -1.932 0.788 -1.460

***

Record 3
Formula: H15O7S
Source: the Open Molecules 2025 dataset
Level of theory: ωB97M-V/def2-TZVPD

total energy = -933.93524 hartree
LUMO energy = 3.2 eV
total charge = -1
gap between HOMO and LUMO = 7.519 eV
energy relative to the best compared isomer or geometry (same formula, charge and spin) = 0.868 eV
highest occupied orbital energy = -4.34 eV

Geometry (Å):
S: -0.529 -3.113 -0.421
H: -0.440 -2.501 -1.619
H: -0.647 1.131 -2.382
H: 0.663 1.133 -3.324
O: 0.054 1.661 -2.811
H: 2.887 1.811 1.815
H: 1.578 1.605 1.386
O: 2.327 2.154 1.097
H: -0.784 1.796 -0.297
H: 0.029 3.066 0.133
O: -0.052 2.118 0.249
H: 0.272 -0.016 2.228
H: 1.553 -0.723 1.822
O: 1.182 -0.127 2.524
H: -2.610 -1.418 1.466
H: -2.176 -2.232 0.274
O: -2.954 -1.663 0.598
H: 1.682 -2.479 0.343
H: 1.853 -1.100 -0.268
O: 2.108 -1.613 0.507
H: -2.703 0.513 -1.289
H: -1.524 -0.309 -0.660
O: -1.770 0.303 -1.372

***

Record 4
Formula: C41H62NO7P
Source: the Open Molecules 2025 dataset
Level of theory: ωB97M-V/def2-TZVPD

total energy = -2522.08412 hartree
LUMO energy = -0.5 eV
gap between HOMO and LUMO = 7.650 eV
SMILES string = CCCCc1cc2c(c(P(C)O)c1)C(=O)c1cccc(CCCNCc3ccccc3O)c1C2=O.CCOCC.CCOCC.CCOCC
highest occupied orbital energy = -8.11 eV

Geometry (Å):
C: -6.142 -0.017 0.154
C: -6.144 1.538 -0.221
C: -4.993 2.323 0.556
C: -4.034 3.148 -0.437
C: -2.759 2.244 -0.639
C: -1.441 2.647 -0.166
C: -0.344 1.703 -0.372
C: -0.539 0.399 -1.031
C: -1.868 -0.002 -1.520
P: -2.201 -1.648 -2.338
C: -1.389 -1.633 -4.040
O: -1.454 -2.839 -1.365
C: -2.948 0.958 -1.302
C: 0.692 -0.564 -1.164
O: 0.937 -1.195 -2.161
C: 1.607 -0.596 0.105
C: 2.180 -1.824 0.620
C: 2.989 -1.769 1.840
C: 3.180 -0.475 2.466
C: 2.634 0.782 1.955
C: 2.957 2.108 2.711
C: 4.529 2.208 2.882
C: 5.347 1.875 1.578
N: 6.113 0.607 1.704
C: 7.372 0.629 0.916
C: 8.434 -0.282 1.640
C: 8.166 -1.086 2.818
C: 9.200 -1.889 3.470
C: 10.570 -1.905 2.949
C: 10.853 -1.115 1.758
C: 9.807 -0.324 1.111
O: 10.131 0.411 -0.040
C: 1.810 0.717 0.758
C: 1.120 1.970 0.120
O: 1.657 3.042 -0.021
H: -7.170 -0.464 0.115
H: -5.497 -0.581 -0.569
H: -5.718 -0.173 1.179
H: -5.979 1.593 -1.329
H: -7.164 1.952 -0.012
H: -4.383 1.526 1.067
H: -5.484 2.976 1.319
H: -4.583 3.268 -1.401
H: -3.733 4.105 0.052
H: -1.270 3.613 0.355
H: -0.676 -2.503 -4.065
H: -0.739 -0.714 -4.071
H: -2.125 -1.635 -4.876
H: -2.074 -3.592 -1.364
H: -3.965 0.646 -1.651
H: 1.965 -2.771 0.077
H: 3.429 -2.720 2.213
H: 3.813 -0.422 3.386
H: 2.400 2.130 3.687
H: 2.617 3.004 2.134
H: 4.742 3.263 3.221
H: 4.827 1.557 3.751
H: 4.725 1.850 0.641
H: 6.075 2.724 1.436
H: 5.579 -0.170 1.297
H: 7.809 1.647 0.779
H: 7.176 0.188 -0.108
H: 7.132 -1.083 3.242
H: 8.970 -2.520 4.365
H: 11.382 -2.505 3.430
H: 11.891 -1.093 1.339
H: 10.755 -0.158 -0.529
C: -9.145 0.495 3.933
C: -8.224 1.615 3.481
O: -8.725 2.350 2.376
C: -9.953 3.030 2.575
C: -9.895 4.081 3.669
H: -9.409 -0.149 3.092
H: -8.662 -0.108 4.704
H: -10.076 0.885 4.350
H: -7.276 1.181 3.155
H: -7.989 2.290 4.312
H: -10.760 2.312 2.760
H: -10.186 3.520 1.627
H: -9.753 3.630 4.653
H: -10.825 4.654 3.697
H: -9.063 4.767 3.500
C: -3.130 3.099 -5.286
C: -3.808 1.883 -4.679
O: -5.190 1.793 -4.988
C: -5.521 1.673 -6.362
C: -4.953 0.424 -7.015
H: -3.673 4.011 -5.028
H: -2.104 3.183 -4.923
H: -3.094 3.037 -6.376
H: -3.740 1.950 -3.592
H: -3.293 0.960 -4.968
H: -5.219 2.574 -6.906
H: -6.611 1.631 -6.410
H: -3.863 0.461 -7.072
H: -5.336 0.319 -8.032
H: -5.222 -0.466 -6.443
C: 4.842 -4.708 -1.345
C: 5.714 -4.343 -0.156
O: 5.256 -4.891 1.072
C: 5.209 -6.306 1.153
C: 6.565 -6.969 0.982
H: 3.796 -4.462 -1.145
H: 5.168 -4.170 -2.237
H: 4.889 -5.777 -1.564
H: 5.702 -3.258 -0.032
H: 6.757 -4.625 -0.333
H: 4.482 -6.705 0.437
H: 4.825 -6.541 2.148
H: 6.951 -6.838 -0.031
H: 6.491 -8.041 1.173
H: 7.294 -6.537 1.670